{"formula": "C4H7N2O", "method": "ωB97M-V/def2-TZVPD", "species": ["C", "C", "N", "C", "N", "C", "O", "H", "H", "H", "H", "H", "H", "H"], "positions_angstrom": [[1.821, 1.403, 0.246], [1.901, 0.178, -0.344], [1.160, -0.932, -0.065], [0.098, -1.517, 0.129], [-1.284, -1.012, -0.014], [-1.531, 0.298, 0.061], [-2.683, 0.814, 0.004], [1.207, 1.778, 1.105], [2.728, 2.031, 0.044], [2.522, -0.096, -1.175], [-0.022, -2.535, 0.461], [-1.941, -1.611, -0.426], [-0.576, 0.904, 0.430], [-3.401, 0.296, -0.455]], "forces_ev_per_a": [[1.741, -0.241, -0.028], [-1.524, 1.401, 0.264], [-0.612, -0.915, 1.034], [-0.272, -0.141, -0.114], [1.326, 3.667, -0.342], [3.026, -1.702, 1.935], [-1.230, 0.670, -1.149], [0.452, -0.910, -0.865], [-1.273, -0.292, -0.024], [0.871, 0.605, -0.066], [0.522, -0.476, 0.025], [-1.279, -1.284, -0.359], [-2.539, -0.765, -0.992], [0.792, 0.382, 0.681]], "smiles": "C=C/N=C\\[NH+]=C\\O", "total_energy_ev": -9279.485, "de_lowest_kcal_mol": 76.22, "gap_ev": 8.050, "e_homo_ev": -12.992, "lumo_ev": -4.94, "total_charge": 1, "fmax_ha_per_bohr": 0.077}


{"formula": "C4H13N3O", "method": "ωB97M-V/def2-TZVPD", "species": ["C", "N", "N", "C", "C", "O", "C", "N", "H", "H", "H", "H", "H", "H", "H", "H", "H", "H", "H", "H", "H"], "positions_angstrom": [[0.883, 1.567, 0.904], [-0.351, 0.871, 0.601], [-1.190, 1.552, -0.311], [-0.269, -0.544, 0.297], [-1.677, -1.127, 0.394], [0.598, -1.129, 1.240], [0.343, -0.906, -1.158], [1.779, -0.748, -1.314], [1.428, 1.884, 0.000], [0.641, 2.455, 1.491], [1.514, 0.916, 1.501], [-0.654, 1.955, -1.085], [-1.642, 2.312, 0.190], [-2.335, -0.612, -0.300], [-1.669, -2.189, 0.155], [-2.047, -0.986, 1.407], [0.427, -2.085, 1.091], [0.102, -1.949, -1.389], [-0.168, -0.279, -1.890], [2.044, 0.230, -1.297], [2.243, -1.190, -0.525]], "forces_ev_per_a": [[-0.100, -0.011, -0.056], [0.100, 0.160, 0.183], [0.112, 0.108, 0.020], [-0.003, -0.434, -1.877], [0.265, 0.099, 0.041], [-0.374, -1.127, 0.132], [-0.494, 0.651, 0.834], [0.041, 0.050, 0.188], [0.021, 0.035, 0.042], [0.081, 0.030, -0.054], [0.106, 0.054, 0.017], [-0.020, -0.024, 0.184], [0.066, -0.111, -0.130], [-0.046, -0.055, -0.024], [-0.005, -0.133, -0.023], [-0.037, 0.010, 0.056], [0.458, 0.723, 0.549], [-0.159, 0.074, 0.103], [-0.042, -0.124, -0.087], [-0.007, -0.088, 0.004], [0.037, 0.115, -0.102]], "smiles": "CN(N)[C@](C)(O)CN", "total_energy_ev": -10875.429, "de_lowest_kcal_mol": 51.86, "gap_ev": 9.145, "e_homo_ev": -8.243, "lumo_ev": 0.90, "fmax_ha_per_bohr": 0.037}


{"formula": "C4H5N3O", "method": "ωB97M-V/def2-TZVPD", "species": ["O", "C", "C", "C", "N", "N", "C", "N", "H", "H", "H", "H", "H"], "positions_angstrom": [[-3.026, 0.290, 0.355], [-2.112, 0.190, -0.471], [-0.733, 0.210, -0.091], [-0.199, 0.170, 1.121], [1.138, 0.245, 1.365], [2.154, 0.171, 0.383], [1.641, -0.170, -0.763], [0.288, -0.239, -1.110], [-2.200, -0.034, -1.606], [-0.723, 0.573, 2.026], [1.446, 0.149, 2.316], [2.236, -0.364, -1.619], [0.089, -1.190, -1.905]], "forces_ev_per_a": [[0.940, -0.013, -1.833], [-0.880, -0.266, 0.584], [1.719, -2.316, -2.255], [0.473, 2.827, 2.895], [-0.244, -0.452, -0.114], [-1.237, -0.967, -1.324], [-1.134, 0.657, 0.960], [-0.672, -2.671, -2.482], [-0.606, 0.444, 1.350], [-0.222, -1.081, -0.873], [0.267, 0.081, -0.162], [1.108, -0.060, -0.298], [0.487, 3.818, 3.552]], "smiles": "O=CC1=CNN=CN1", "total_energy_ev": -10743.261, "de_lowest_kcal_mol": 100.40, "gap_ev": 7.622, "e_homo_ev": -7.602, "lumo_ev": 0.02, "fmax_ha_per_bohr": 0.102}


{"formula": "N2O4S2", "method": "ωB97M-V/def2-TZVPD", "species": ["O", "S", "S", "O", "O", "O", "N", "N"], "positions_angstrom": [[-0.755, -2.005, -0.388], [-1.448, -0.769, -0.697], [-1.190, 1.240, 0.731], [-1.909, 2.301, 0.197], [-2.117, -0.099, 0.730], [-0.353, 0.386, -0.607], [3.466, -0.136, 0.086], [4.306, -0.918, -0.052]], "forces_ev_per_a": [[-0.850, 1.027, -0.060], [0.319, -2.356, -0.539], [2.286, -2.085, 1.017], [-1.562, 2.252, -1.213], [0.201, -0.073, -0.109], [-0.377, 1.231, 0.902], [6.137, -5.720, -1.001], [-6.153, 5.722, 1.003]], "smiles": "O=[S@]12=[S@@](=O)(O1)O2.N#N", "total_energy_ev": -32839.201, "de_lowest_kcal_mol": 3.29, "gap_ev": 10.065, "e_homo_ev": -10.880, "lumo_ev": -0.82, "fmax_ha_per_bohr": 0.165}


{"formula": "C35H60AsBrN4O5P2PbSi2", "method": "ωB97M-V/def2-TZVPD", "species": ["Pb", "C", "N", "C", "P", "O", "O", "P", "O", "N", "C", "C", "N", "C", "C", "N", "C", "C", "H", "H", "H", "H", "H", "H", "H", "H", "H", "H", "H", "H", "H", "H", "H", "H", "H", "H", "H", "H", "H", "H", "H", "H", "Br", "C", "C", "C", "C", "C", "C", "C", "O", "O", "H", "H", "H", "H", "C", "C", "C", "C", "C", "C", "C", "C", "H", "H", "H", "H", "H", "C", "Si", "C", "C", "As", "Si", "C", "C", "C", "H", "H", "H", "H", "H", "H", "H", "H", "H", "H", "H", "H", "H", "H", "H", "H", "H", "H", "C", "C", "C", "C", "C", "C", "H", "H", "H", "H", "H", "H", "H", "H", "H"], "positions_angstrom": [[0.748, 0.104, 0.109], [-0.523, -4.525, 1.121], [0.484, -3.698, 1.775], [-0.079, -2.730, 2.721], [1.968, -3.377, 1.175], [2.352, -1.960, 1.030], [1.974, -4.153, -0.258], [1.272, -3.568, -1.602], [0.334, -2.463, -1.349], [0.598, -4.930, -2.211], [-0.544, -4.805, -3.103], [1.010, -6.290, -1.931], [2.519, -3.095, -2.580], [3.577, -4.053, -2.854], [2.994, -1.721, -2.462], [3.071, -4.196, 2.081], [2.846, -5.587, 2.422], [4.472, -3.814, 2.013], [-1.096, -5.045, 1.893], [-0.055, -5.273, 0.486], [-1.210, -3.912, 0.530], [-0.536, -3.267, 3.555], [-0.842, -2.120, 2.232], [0.702, -2.079, 3.107], [-0.839, -3.762, -3.188], [-1.391, -5.365, -2.700], [-0.305, -5.192, -4.098], [1.830, -6.307, -1.217], [1.332, -6.796, -2.847], [0.174, -6.859, -1.508], [3.166, -5.054, -2.965], [4.329, -4.069, -2.056], [4.072, -3.788, -3.790], [2.148, -1.056, -2.320], [3.506, -1.448, -3.387], [3.688, -1.597, -1.622], [1.780, -5.779, 2.524], [3.326, -5.811, 3.376], [3.259, -6.264, 1.664], [4.550, -2.759, 1.764], [5.017, -4.404, 1.267], [4.938, -3.980, 2.986], [-1.030, 0.301, -5.645], [-2.052, -0.666, -4.367], [-3.105, -1.456, -4.799], [-3.830, -2.172, -3.856], [-3.488, -2.110, -2.512], [-2.438, -1.303, -2.095], [-1.724, -0.562, -3.029], [-2.042, -1.268, -0.633], [-2.291, -2.233, 0.074], [-1.461, -0.178, -0.259], [-3.351, -1.509, -5.851], [-4.657, -2.790, -4.179], [-4.023, -2.689, -1.772], [-0.915, 0.076, -2.706], [0.719, 0.452, 2.359], [1.283, 0.687, 3.412], [1.905, 0.955, 4.676], [2.104, -0.071, 5.602], [2.724, 0.189, 6.813], [3.155, 1.473, 7.117], [2.955, 2.500, 6.206], [2.334, 2.245, 4.995], [1.766, -1.070, 5.361], [2.874, -0.615, 7.522], [3.642, 1.672, 8.062], [3.285, 3.504, 6.440], [2.169, 3.042, 4.282], [2.554, 4.210, -1.040], [1.033, 4.831, -0.139], [0.111, 6.084, -1.172], [1.525, 5.566, 1.512], [-0.298, 2.891, 0.177], [-1.851, 3.424, 1.893], [-2.651, 5.060, 1.447], [-3.081, 2.025, 1.859], [-0.982, 3.549, 3.541], [3.253, 5.017, -1.266], [2.269, 3.734, -1.980], [3.077, 3.466, -0.436], [0.782, 6.897, -1.459], [-0.729, 6.508, -0.621], [-0.286, 5.621, -2.075], [2.206, 6.403, 1.344], [2.038, 4.836, 2.140], [0.661, 5.940, 2.061], [-2.972, 5.061, 0.405], [-1.961, 5.894, 1.592], [-3.525, 5.234, 2.077], [-3.346, 1.772, 0.832], [-3.991, 2.292, 2.401], [-2.649, 1.131, 2.310], [-0.203, 4.311, 3.540], [-0.528, 2.593, 3.802], [-1.706, 3.812, 4.316], [-4.770, 3.604, -2.331], [-3.437, 3.459, -3.077], [-3.161, 4.722, -3.902], [-3.493, 2.233, -3.995], [-2.366, 3.289, -2.083], [-1.526, 3.174, -1.224], [-5.578, 3.768, -3.045], [-4.741, 4.447, -1.640], [-4.990, 2.701, -1.760], [-3.970, 4.882, -4.617], [-2.226, 4.624, -4.455], [-3.089, 5.599, -3.257], [-4.334, 2.326, -4.684], [-3.618, 1.319, -3.413], [-2.576, 2.141, -4.577]], "forces_ev_per_a": [[0.163, -0.338, -0.106], [-0.135, -0.103, -0.053], [0.127, 0.175, -0.136], [0.038, -0.116, 0.111], [-0.234, -0.225, 0.072], [0.063, 0.191, -0.062], [0.027, 0.017, 0.034], [0.025, -0.046, -0.054], [0.174, 0.040, -0.026], [0.040, 0.041, 0.114], [-0.008, 0.003, -0.080], [0.026, -0.058, 0.027], [-0.100, -0.013, 0.077], [0.010, -0.023, -0.060], [0.055, -0.002, -0.042], [-0.053, 0.100, -0.024], [-0.033, -0.057, 0.016], [0.054, 0.017, -0.011], [0.005, -0.033, 0.024], [0.026, -0.052, 0.013], [0.104, -0.111, 0.058], [-0.019, -0.016, 0.012], [0.030, -0.006, 0.007], [-0.047, 0.004, -0.032], [-0.040, 0.080, -0.011], [-0.008, 0.012, -0.007], [-0.008, -0.003, -0.010], [-0.014, 0.001, -0.011], [-0.005, 0.000, 0.001], [0.008, 0.009, -0.003], [-0.009, -0.013, -0.010], [0.006, -0.007, 0.004], [0.004, 0.005, 0.011], [0.003, 0.004, -0.034], [0.000, 0.004, 0.010], [-0.003, 0.011, 0.010], [-0.010, 0.004, -0.004], [0.006, 0.000, 0.003], [0.000, -0.014, -0.009], [0.003, 0.007, 0.003], [0.007, 0.002, -0.010], [0.007, -0.002, 0.001], [0.136, -0.176, -0.089], [0.076, -0.111, -0.033], [0.032, 0.016, -0.025], [-0.001, -0.015, 0.010], [0.020, -0.019, -0.021], [-0.038, 0.038, 0.043], [0.024, -0.071, 0.005], [0.010, -0.006, -0.085], [-0.259, 0.170, 0.059], [0.147, -0.007, 0.115], [0.000, 0.002, 0.001], [-0.015, -0.005, -0.005], [-0.003, -0.007, 0.023], [0.007, 0.038, 0.023], [0.055, 0.097, -0.019], [-0.128, 0.028, 0.020], [0.031, 0.015, -0.011], [-0.012, -0.006, 0.005], [0.006, -0.017, 0.016], [0.000, 0.009, 0.004], [0.013, 0.012, 0.024], [-0.023, -0.002, -0.012], [0.013, -0.015, -0.005], [-0.002, -0.005, 0.005], [0.005, 0.002, 0.016], [-0.001, 0.007, 0.001], [0.017, 0.010, -0.009], [-0.061, -0.011, 0.012], [0.073, 0.007, -0.066], [-0.002, -0.049, 0.045], [-0.031, -0.063, -0.022], [-0.158, 0.381, 0.112], [-0.070, 0.027, 0.043], [0.039, -0.054, -0.023], [0.045, 0.011, -0.038], [0.004, -0.039, -0.064], [0.007, 0.038, 0.003], [0.002, -0.001, -0.025], [0.018, -0.003, 0.012], [0.008, 0.031, -0.001], [-0.020, 0.011, 0.014], [0.006, -0.010, -0.036], [0.029, 0.022, 0.007], [0.016, -0.025, 0.013], [-0.025, 0.023, 0.004], [-0.023, -0.011, -0.018], [0.022, 0.023, 0.011], [-0.023, 0.014, 0.027], [-0.025, 0.014, -0.022], [-0.016, 0.007, 0.034], [0.025, -0.032, 0.000], [0.019, 0.038, 0.005], [0.003, -0.020, 0.005], [-0.038, 0.010, 0.029], [0.030, 0.015, 0.021], [-0.026, 0.012, 0.008], [-0.005, -0.004, 0.011], [-0.027, 0.097, 0.066], [-0.025, 0.002, 0.038], [0.067, -0.107, -0.091], [-0.017, -0.006, -0.019], [-0.007, 0.023, 0.006], [-0.003, -0.014, 0.014], [-0.012, -0.002, -0.022], [0.022, -0.002, -0.008], [-0.011, 0.016, 0.010], [-0.023, 0.010, -0.037], [-0.068, 0.068, -0.004], [-0.114, 0.087, 0.079]], "total_energy_ev": -223933.916, "de_lowest_kcal_mol": 0.00, "gap_ev": 8.253, "e_homo_ev": -7.754, "lumo_ev": 0.50, "fmax_ha_per_bohr": 0.008}


{"formula": "H22O11", "method": "ωB97M-V/def2-TZVPD", "species": ["O", "H", "H", "O", "H", "H", "O", "H", "H", "O", "H", "H", "O", "H", "H", "O", "H", "H", "O", "H", "H", "O", "H", "H", "O", "H", "H", "O", "H", "H", "O", "H", "H"], "positions_angstrom": [[7.517, 6.731, 4.275], [7.221, 5.901, 4.703], [6.699, 7.208, 4.209], [11.481, 5.879, 7.133], [11.825, 5.912, 6.240], [10.715, 6.500, 7.102], [8.964, 7.178, 6.542], [8.390, 7.370, 7.263], [8.339, 7.104, 5.721], [7.325, 4.328, 6.062], [8.094, 4.042, 6.594], [6.947, 3.471, 5.770], [5.593, 5.676, 7.751], [5.684, 5.018, 8.453], [6.273, 5.411, 7.084], [4.327, 8.279, 5.011], [4.785, 8.104, 5.833], [3.499, 8.739, 5.302], [4.833, 5.469, 4.838], [4.494, 6.364, 4.854], [4.351, 5.007, 5.505], [11.653, 6.101, 4.517], [11.202, 5.337, 4.175], [11.035, 6.846, 4.363], [9.834, 3.689, 6.953], [10.371, 4.376, 7.396], [10.377, 2.901, 6.739], [9.171, 4.570, 3.959], [8.727, 5.218, 3.406], [8.847, 4.953, 4.797], [5.525, 8.295, 7.500], [5.530, 7.431, 7.892], [4.835, 8.828, 7.900]], "forces_ev_per_a": [[0.243, -0.717, 0.480], [-0.212, 0.070, -0.239], [-0.707, 0.676, -0.288], [-0.825, 0.500, 1.518], [0.060, -0.009, -0.683], [0.631, -0.534, -0.145], [-0.624, -0.449, -2.294], [-0.705, 0.367, 0.891], [1.430, 0.361, 1.575], [-0.505, -0.879, 0.234], [0.513, 0.130, -0.106], [0.152, 0.908, -0.032], [0.385, -0.387, 0.042], [-0.004, 0.201, -0.123], [-0.494, -0.147, 0.274], [-1.575, 0.505, -0.433], [0.592, 0.210, 0.976], [1.096, -0.640, -0.575], [0.766, -0.121, -0.796], [-0.422, 0.580, -0.121], [-0.439, -0.418, 0.757], [0.230, 1.397, -0.335], [-0.703, -0.676, -0.297], [0.492, -0.673, 0.146], [-0.244, -0.925, 0.092], [0.507, -0.148, -0.566], [-0.339, 1.064, 0.358], [-0.155, 0.690, 0.433], [0.107, -0.064, -0.931], [0.728, -1.000, 0.131], [0.172, 1.447, -0.764], [-0.203, -1.241, 0.558], [0.053, -0.078, 0.262]], "smiles": "O.O.O.O.O.O.O.O.O.O.O", "total_energy_ev": -22881.072, "de_lowest_kcal_mol": 10.18, "gap_ev": 10.462, "e_homo_ev": -10.397, "lumo_ev": 0.06, "fmax_ha_per_bohr": 0.047}